This record from OMol25 describes C5H7NO in the gas phase in a non-equilibrium geometry. The level of theory is ωB97M-V/def2-TZVPD.

```
14
C5H7NO, DFT ωB97M-V/def2-TZVPD
C -1.66537 -0.22739 0.21773
N -1.18919 -1.45363 0.18283
O 0.06053 -1.80153 -0.36756
C 1.02596 -0.74334 -0.42753
C 1.38927 -0.11940 0.74563
C 0.51182 0.54635 -0.45712
C -0.89006 0.91701 -0.22812
H -2.67565 -0.12791 0.41074
H 1.44571 -0.97133 -1.42789
H 0.74548 -0.68088 1.60812
H 2.39323 0.33345 1.13707
H 1.06118 1.18406 -1.03329
H -1.46637 1.43131 -1.04964
H -0.74655 1.71322 0.68904
```

The calculation puts the energy above the lowest of the compared OMol25 structures with the same formula, charge and spin at 5.393 eV. As for the total charge: 0. For the molar mass, the calculation gives 97.1 g mol⁻¹. The value obtained for the HOMO-LUMO gap is 10.156 eV.